DFT (ωB97M-V with the def2-TZVPD basis set) results for a cluster of 2 separate species, C5H6N in total.

Summary:
Charge: +1
Spin multiplicity: 1

Each line ends with the natural charge from an NBO analysis.
Geometry (Å):
C1 -2.67 -0.26 0.22  0.29
C2 0.82 0.59 -0.29  0.40
C3 2.62 -0.63 0.52  -0.03
C4 2.02 -0.01 -0.51  -0.41
C5 -0.33 1.02 -0.15  -0.50
N1 -3.81 -0.35 0.02  -0.62
H1 3.42 -1.26 0.40  0.22
H2 2.31 -0.49 1.59  0.23
H3 2.32 -0.20 -1.61  0.29
H4 -0.85 1.93 0.12  0.33
H5 -1.07 0.21 -0.31  0.34
H6 -4.78 -0.55 0.00  0.47

***

DFT (ωB97M-V with the def2-TZVPD basis set) results for the ion C5H6N with charge +1.

Summary:
Charge: +1
Spin multiplicity: 1

Each line ends with the natural charge from an NBO analysis.
Geometry (Å):
C1 2.31 0.07 0.56  0.39
N1 1.22 0.01 0.23  -0.17
C2 -0.08 -0.03 -0.07  0.00
C3 -1.08 -0.64 0.93  -0.65
C4 -0.33 0.07 -1.56  -0.11
C5 -0.43 1.22 -0.97  -0.10
H1 3.42 -0.06 0.67  0.32
H2 -1.93 -1.36 0.49  0.27
H3 -1.80 0.03 1.29  0.25
H4 -0.54 -1.05 1.83  0.24
H5 -0.33 -0.61 -2.34  0.26
H6 -0.43 2.35 -1.07  0.29

***

Record order is preserved below.
F_max: 2.5, 4.3 eV/Å
Record order is preserved below.
Calculated total energy: -6760.2577, -6760.4580 eV